# 1
Formula: C44H67AuGeN6O2S2
Source: the Open Molecules 2025 dataset
Level of theory: ωB97M-V/def2-TZVPD

Output
LUMO (alpha / beta)   -13.43 / -13.44 eV
Largest force on an atom   1.7 eV/Å
Charge   +4
HOMO-LUMO gap (alpha / beta)   4.6 / 4.6 eV
M   1045.77 g/mol

XYZ file:
```
123
Properties=species:S:1:pos:R:3:mulliken_charge:R:1
C 1.664 -2.373 -3.014 0.78
N 0.234 1.350 2.607 0.43
H 5.354 2.920 -0.954 0.39
N 2.235 1.638 0.745 -0.28
H 0.478 -2.329 5.224 0.52
C 0.876 -1.797 4.370 -1.40
H -5.700 -3.860 -0.803 0.45
C 2.414 -1.652 2.491 1.09
H 3.718 -1.833 -2.685 0.45
C 4.677 2.064 2.248 -0.55
O 0.017 -0.835 -1.465 -0.40
H 3.002 -5.693 -4.395 0.45
H 0.589 -3.510 -0.771 0.06
H -0.690 -4.554 2.509 0.12
H -5.365 -3.192 1.619 0.44
Ge -1.294 -1.887 -0.394 2.19
H 4.083 4.946 0.384 0.36
H 4.030 0.211 -0.471 0.88
H 3.808 -3.227 2.054 0.57
H 5.175 1.091 2.252 0.25
H -3.271 -3.897 -1.447 0.21
C 3.516 -3.804 -3.524 -0.77
H -2.460 2.134 1.345 0.28
C 3.453 -2.247 1.759 -0.64
H -4.343 4.935 -2.734 0.33
C -5.022 -3.056 -0.516 -0.87
C 1.923 -0.355 2.147 0.02
H 2.735 5.556 -0.575 0.39
C 1.255 -4.537 -3.938 -0.88
H 6.280 1.950 0.200 0.42
C -2.019 -6.181 2.059 -1.71
C 0.754 0.804 -6.192 -0.75
H -0.464 3.810 6.158 0.43
H -2.668 -6.543 1.261 0.36
H -2.944 4.108 -0.137 -0.18
C 1.256 0.418 -4.959 -0.58
N 0.169 2.429 4.679 0.16
H -4.475 2.190 -1.381 0.13
H 5.345 2.780 2.728 0.50
H -1.604 2.480 5.836 0.41
H 1.920 3.343 5.332 0.54
C -0.737 -4.779 0.369 -0.84
C 3.518 4.798 -0.530 -1.13
H -1.232 -6.925 2.194 0.45
H -3.093 3.076 -3.976 0.54
H -3.571 -0.949 -0.839 0.59
H -3.764 -2.567 1.192 -0.22
H 3.759 2.000 2.824 0.02
H -5.605 -2.132 -0.572 0.34
H 2.309 -3.315 3.856 0.60
H -5.102 4.602 -1.183 0.38
H -2.199 -4.054 1.764 -0.06
C -2.937 4.450 -1.172 -0.27
C 1.619 2.425 4.828 -0.92
H -1.447 -5.058 -0.414 0.23
H -5.270 2.651 -2.890 0.51
C -0.916 -0.472 -4.367 -0.08
H -2.541 5.463 -1.217 0.55
H 4.808 -2.052 0.108 0.55
H 0.567 -5.293 -4.293 0.50
H 1.956 1.581 5.434 0.34
C 3.581 -0.318 0.360 -0.47
C -4.296 4.299 -1.849 -0.79
N 4.402 2.526 0.896 0.20
H -1.231 -0.798 0.714 -1.03
C -0.577 0.564 -6.509 -0.66
C -0.107 -3.423 0.061 0.37
H -1.452 4.398 4.248 0.39
C -1.413 -0.073 -5.598 -0.69
H 0.978 3.906 -1.357 0.49
C 5.598 2.797 0.097 -1.21
C 1.895 -2.347 3.604 -0.57
H 6.124 3.685 0.449 0.40
H -2.772 -1.309 -2.352 0.06
C 0.849 0.183 2.926 0.83
H 0.058 -5.530 0.352 0.57
H -2.325 0.722 2.411 0.27
C 0.765 -3.331 -3.466 -0.09
C -3.108 2.556 -3.015 -0.18
H -1.545 -0.985 -3.654 -0.14
C -0.438 2.102 3.536 0.41
H 2.099 2.385 3.855 -0.11
H -0.109 2.184 6.726 0.39
C 4.017 -1.587 0.681 -1.43
C -3.020 -1.725 -1.378 -0.56
C 3.035 -2.598 -3.033 -0.58
H 0.454 -3.065 0.928 -0.36
H 2.281 3.677 -2.527 0.44
C 2.628 -4.765 -3.984 -0.68
H -2.444 -0.275 -5.854 0.54
C -3.882 -2.994 -1.531 -0.64
C -4.544 -3.288 0.911 -0.21
C 1.873 3.317 -1.581 -0.70
H -2.862 1.505 -3.163 -0.13
S -1.776 3.318 -2.038 0.38
H -0.966 0.871 -7.470 0.47
H -2.509 4.384 2.841 0.32
H 1.601 2.268 -1.702 -0.29
H 4.581 -3.990 -3.560 0.47
C 0.356 -0.572 4.026 -0.73
H -4.312 -2.999 -2.534 0.46
H -0.302 -3.146 -3.456 0.38
C -2.552 1.786 2.379 -1.33
H 1.402 1.288 -6.910 0.49
H 2.296 0.593 -4.710 0.47
H -0.471 -0.168 4.597 0.66
N -1.680 2.523 3.288 0.11
O -1.424 2.236 -0.985 -1.00
C -0.555 2.752 5.908 -1.22
C -4.400 2.833 -2.261 -0.54
H -3.077 3.696 4.364 0.41
H -3.583 1.933 2.696 0.48
H -2.589 -6.141 2.986 0.40
S 1.154 -0.733 -2.517 0.14
C 3.171 2.532 0.347 0.12
Au 0.085 1.843 0.472 1.62
C -1.417 -4.821 1.732 0.30
H -4.140 -4.296 1.018 0.08
C 2.571 0.341 1.094 0.20
H 4.173 4.944 -1.390 0.41
C -2.204 3.818 3.724 -1.10
C 0.410 -0.218 -4.059 0.74
N 2.885 3.478 -0.550 0.27
```


# 2
Formula: C61H155N9O20
Source: the Open Molecules 2025 dataset
Level of theory: ωB97M-V/def2-TZVPD

Output
LUMO   0.20 eV
Largest force on an atom   3.1 eV/Å
HOMO-LUMO gap   8.6 eV
M   1334.95 g/mol
SMILES string   COC[C@H](C)N.COCCNCCOC.COCCNCCOC.COCCNCCOC.COCCNCCOC.COCCNCCOC.COCCNCCOC.COCCNCCOC.COCCNCCOC.CC(C)O.CC(C)O.CC(C)O

XYZ file:
```
245
Properties=species:S:1:pos:R:3:mulliken_charge:R:1
H 5.746 -8.356 4.615 0.45
O 12.306 -11.931 1.586 -0.32
H 4.402 -11.029 4.454 0.32
H -1.671 -0.509 8.101 0.31
H -7.735 4.709 -0.271 0.35
H -3.157 5.880 7.393 0.35
O -2.629 9.531 1.295 -0.54
N -7.261 2.156 -0.454 -0.33
H -1.410 12.266 2.137 0.34
H -6.993 -2.641 0.199 0.28
C -0.290 6.574 7.480 -0.72
H -1.067 7.991 8.908 0.31
H -8.250 11.444 -11.567 0.37
H -1.939 1.052 1.416 0.21
H -2.799 -0.024 9.381 0.31
H -0.043 -7.900 -6.736 0.46
H -3.199 11.487 -1.141 0.39
H -2.843 6.911 9.856 0.34
C 0.658 4.491 8.262 -0.81
H -0.174 -5.133 3.959 0.44
H 9.716 -7.078 -0.826 0.35
C 4.721 -10.594 5.401 -0.73
O -7.276 -7.302 -5.328 -0.30
H -1.616 2.778 1.703 0.40
H 8.778 5.392 4.434 0.40
H 4.455 -5.963 -5.625 0.28
C 13.159 -9.246 -1.717 -0.95
C -6.515 -7.963 -6.311 -0.58
C -7.020 0.077 0.933 -0.24
C -1.607 -7.243 4.314 -0.73
H -1.096 0.203 -0.965 0.36
H 9.366 5.012 10.732 0.32
N 7.875 5.166 6.347 -0.49
O -7.494 8.278 -7.998 -0.30
C 0.646 -8.255 -4.717 -0.63
C -4.246 -4.167 -6.152 -0.68
N -5.343 -5.974 -7.369 -0.48
H -4.198 10.119 -0.677 0.31
H -6.311 7.560 -6.458 0.29
H -8.485 8.816 -10.322 0.22
H -6.143 -7.618 -8.341 0.34
H -3.493 -1.089 -7.184 0.27
H -1.323 3.708 -0.014 0.27
C -3.467 6.845 7.794 -0.90
H -9.801 11.039 -10.890 0.32
H -0.702 11.146 1.015 0.34
H 4.319 -11.207 6.208 0.24
H 6.125 -6.318 -6.144 0.23
C -7.947 4.285 0.711 -0.60
H -3.982 -4.069 -5.099 0.37
C 12.227 -11.231 -0.722 -0.15
H 3.233 -4.945 -7.546 0.38
H 11.321 -10.679 -0.469 0.19
H -9.278 2.677 0.041 0.25
H 0.779 7.235 -4.750 0.33
N -1.288 2.952 -0.683 -0.69
N 13.350 -10.317 -0.743 -0.36
H 7.355 6.299 4.775 0.45
N -2.564 7.903 7.310 -0.38
H -7.743 6.562 1.619 0.29
C 1.864 -5.813 4.429 -0.72
H 12.202 -7.431 -1.957 0.41
H 1.728 -0.879 -1.800 0.30
C 7.041 1.917 3.407 -0.79
H 0.304 -1.768 -1.369 0.30
O 0.781 -0.230 -0.070 -0.31
C -9.367 9.845 -12.564 -0.67
C 1.170 -1.260 -0.945 -0.73
H -2.511 9.438 2.243 0.28
H -8.318 2.221 1.361 0.20
H -0.559 -3.140 10.685 0.34
O -0.189 -7.069 4.637 -0.32
H -8.675 10.439 -8.424 0.32
C -0.753 -2.253 10.083 -1.38
H -6.819 -8.466 -3.591 0.31
O 1.676 5.751 -5.951 -0.57
H -2.458 9.982 -1.044 0.31
H -10.810 8.182 -14.216 0.30
C 4.086 -7.036 4.644 -0.70
H -3.756 11.278 1.438 0.26
H 10.552 6.085 10.053 0.24
H -0.625 3.175 -1.412 0.26
H -0.647 8.711 7.428 0.44
H 4.166 -6.675 5.670 0.36
H -4.348 6.046 9.636 0.43
H -8.192 -1.729 -0.787 0.29
H -8.311 -8.944 -4.494 0.31
C 12.069 -8.280 -1.287 -0.40
H 5.399 -4.748 -6.549 0.27
H 0.363 -6.268 2.808 0.35
H 7.712 1.071 3.256 0.25
H -6.319 -4.439 -6.191 0.32
O 1.803 -8.873 -4.086 -0.36
C -7.929 -2.082 0.210 -0.66
C -1.587 11.757 1.189 -1.22
H 12.779 -13.823 2.491 0.31
H -3.869 8.597 11.443 0.30
H -3.281 -1.097 7.995 0.38
O 4.104 -9.338 5.483 -0.30
C 9.829 -8.141 -0.611 -0.78
H -6.551 0.389 -1.041 0.39
O 10.749 -8.784 -1.460 -0.32
C -0.146 0.680 -0.724 -0.70
H 1.360 -6.402 -8.273 0.38
H 2.754 7.438 -3.452 0.36
C 12.887 -12.747 2.633 -0.76
O -4.457 -2.949 -6.877 -0.33
H -4.439 7.013 7.331 0.40
C -8.898 10.603 -11.319 -0.58
H 12.194 -11.622 -1.739 0.27
H 12.311 -8.009 -0.260 0.33
H -8.248 -7.471 -3.561 0.25
O -3.138 -2.225 10.456 -0.57
C 6.986 4.212 4.089 -0.57
H -7.323 -6.449 -7.588 0.34
C -3.609 -1.872 -6.435 -0.73
H 13.525 -12.768 0.091 0.41
H -0.471 1.599 2.286 0.31
C 3.470 -5.915 -7.982 -0.72
H -7.385 11.332 -9.208 0.37
C 8.918 3.914 8.344 -0.55
C -8.263 2.780 0.427 -0.32
O -8.993 4.993 1.439 -0.36
C 8.586 3.924 6.809 -0.45
H -8.567 6.221 3.108 0.25
H -6.339 2.556 -0.357 0.31
H 13.581 -9.915 0.154 0.25
H 14.122 -8.736 -1.727 0.39
C 2.812 6.659 -4.213 -1.21
C 12.527 -12.370 0.275 -0.76
H -5.023 7.361 11.498 0.32
C -10.452 7.776 -13.270 -0.72
O 4.695 -6.524 -7.519 -0.35
H -5.533 -8.219 -5.913 0.33
H -2.616 -2.303 -6.309 0.32
C -6.604 7.294 -7.474 -0.74
C -0.481 2.000 0.104 0.40
H -1.501 12.475 0.373 0.30
H -5.873 9.389 -8.761 0.42
C -8.700 6.235 2.026 -0.65
H 0.522 2.351 0.347 0.22
H -7.115 0.794 1.749 0.34
C 7.794 5.309 4.896 -0.75
N 2.685 -7.038 4.218 -0.32
C -2.507 -0.839 8.719 -1.16
H 3.607 -5.669 -9.034 0.42
H -8.688 -2.809 0.498 0.24
H 5.808 -10.597 5.485 0.29
H 1.278 -9.026 -6.734 0.35
H 3.808 6.675 -4.655 0.33
H 2.566 -7.737 -8.344 0.32
C -5.452 -5.099 -6.190 -0.46
C -7.816 10.338 -9.086 -0.69
H 0.588 -7.264 -4.268 0.35
C -7.374 0.719 -0.407 -0.86
H -9.550 7.189 -13.438 0.31
H 8.834 -8.491 -0.884 0.25
H 9.972 -8.314 0.456 0.32
O -7.887 -1.071 1.156 -0.39
H 1.587 4.952 8.600 0.33
H 2.688 -7.388 -5.889 0.21
H 0.472 3.670 8.954 0.24
H 1.816 -2.001 -0.475 0.26
N 1.880 -7.050 -6.392 -0.34
C -2.880 10.885 0.922 0.57
H 1.775 -5.591 5.492 0.32
H 8.098 4.026 9.053 0.35
H 2.606 8.943 -5.694 0.32
C -3.769 6.898 9.281 -0.38
H 2.281 -9.592 -2.146 0.24
C 10.204 5.052 10.035 -0.73
H -7.003 4.240 1.254 0.36
O -4.525 8.086 9.575 -0.33
C 4.669 -8.469 4.492 -0.58
H -7.016 -8.888 -6.598 0.52
H 2.532 5.581 -6.350 0.35
C -3.219 10.578 -0.539 -1.34
H -3.877 -1.472 -5.457 0.28
C -2.125 -2.153 9.433 0.61
H 0.087 -2.246 9.389 0.36
H -9.434 7.016 1.833 0.25
C 2.246 -6.841 -7.813 -0.56
H -9.685 10.505 -13.371 0.45
H 0.210 1.025 -1.695 0.34
H 1.241 8.466 -6.676 0.31
H -0.437 6.187 6.471 0.40
H 8.533 5.837 6.716 0.26
H 6.772 2.239 2.401 0.32
C -7.655 -8.124 -4.202 -0.80
H 2.643 5.691 -3.740 0.34
H 2.169 -7.862 -2.343 0.29
C 1.719 6.949 -5.222 0.25
H -0.548 -1.353 10.664 0.33
H -5.499 -5.647 -5.249 0.47
O -0.472 5.421 8.390 -0.27
H -2.995 8.802 7.477 0.30
H 13.940 -12.491 2.745 0.29
H -2.171 -3.080 8.860 0.16
H -5.996 -0.297 0.929 0.28
C -6.389 -7.000 -7.477 -0.61
H -11.250 7.109 -12.942 0.25
H 9.536 3.818 6.284 0.31
H 2.333 -4.959 3.940 0.39
H -2.094 -7.932 5.005 0.25
H -5.661 8.906 11.036 0.25
H 9.522 3.054 8.631 0.33
O -10.328 8.832 -12.296 -0.32
H 0.877 4.134 7.256 0.31
H 4.478 -8.829 3.481 0.35
H 7.924 3.105 6.529 0.32
C 1.710 -8.806 -2.640 -0.74
H 2.106 -7.767 4.609 0.27
H 13.011 -9.570 -2.747 0.36
C -4.782 8.269 10.945 -0.76
H 6.145 1.571 3.922 0.31
C 0.427 -6.038 3.871 -0.56
H 11.892 -13.252 0.189 0.43
C 5.198 -5.811 -6.408 -0.63
H -8.473 9.334 -12.922 0.35
C -6.836 9.519 -8.267 -0.59
C -1.162 1.815 1.471 -1.20
H 6.788 4.731 3.151 0.45
H 10.976 4.312 10.246 0.27
H -2.206 -6.335 4.382 0.28
C -1.170 7.844 7.833 -0.71
O 9.769 4.983 8.718 -0.30
H 4.720 -6.333 4.105 0.36
H -3.469 -4.774 -6.618 0.31
H -5.647 7.234 -7.992 0.30
C 0.926 -8.101 -6.277 -0.65
H -5.551 -5.207 -7.992 0.25
O 7.734 3.009 4.053 -0.28
H -1.618 -7.691 3.320 0.30
H -6.827 10.004 -7.292 0.35
H 0.769 6.797 7.349 0.54
H 12.460 -12.581 3.622 0.25
H -3.996 -2.316 10.035 0.32
N -8.134 9.762 -10.381 -0.26
H 2.826 7.780 -6.991 0.32
H 6.009 4.126 4.564 0.33
H -0.266 -8.780 -4.436 0.44
H -7.082 6.314 -7.459 0.25
C 2.146 8.092 -6.197 -1.13
H 0.678 -8.656 -2.322 0.32
H -8.274 0.321 -0.876 0.33
```